Record 1
Formula: C25H29N2OsS2Se
Source: OMol25
Level of theory: the ωB97M-V functional and the def2-TZVPD basis

Atoms and positions in Å:
Os: 0.578 -1.374 -0.762
C: -0.611 1.030 0.489
N: -0.463 -0.427 0.787
C: -1.850 -1.017 0.805
C: -1.754 -2.514 0.701
N: -1.165 -2.834 -0.628
C: -0.749 -4.265 -0.672
C: -2.174 -2.646 -1.683
C: -3.417 -3.262 -1.615
C: -4.322 -3.101 -2.652
C: -3.982 -2.340 -3.764
C: -2.734 -1.748 -3.843
C: -1.828 -1.903 -2.798
S: -0.221 -1.182 -2.878
C: 0.138 -0.644 2.129
C: -0.263 0.132 3.209
C: 0.261 -0.116 4.466
C: 1.167 -1.155 4.639
C: 1.550 -1.934 3.564
C: 1.041 -1.685 2.289
S: 1.624 -2.634 0.914
H: -1.420 1.450 1.086
H: -0.851 1.138 -0.567
H: 0.318 1.542 0.711
H: -2.391 -0.605 -0.049
H: -2.346 -0.702 1.723
H: -2.732 -2.977 0.825
H: -1.086 -2.915 1.463
H: -1.607 -4.906 -0.466
H: 0.026 -4.441 0.066
H: -0.374 -4.481 -1.671
H: -3.688 -3.875 -0.766
H: -5.292 -3.576 -2.594
H: -4.688 -2.216 -4.573
H: -2.455 -1.164 -4.710
H: -0.975 0.937 3.082
H: -0.039 0.496 5.304
H: 1.579 -1.356 5.619
H: 2.261 -2.740 3.697
C: 1.832 5.991 0.073
C: 1.977 4.528 -0.235
C: 1.667 4.024 -1.494
C: 1.792 2.675 -1.798
C: 1.471 2.179 -3.181
C: 2.233 1.818 -0.788
Se: 2.480 -0.052 -1.179
C: 2.583 2.284 0.481
C: 3.111 1.398 1.582
C: 2.436 3.644 0.732
H: 1.443 6.540 -0.783
H: 2.796 6.426 0.343
H: 1.156 6.150 0.914
H: 1.319 4.702 -2.265
H: 1.126 2.996 -3.811
H: 0.689 1.417 -3.166
H: 2.350 1.742 -3.659
H: 3.009 0.333 1.371
H: 2.597 1.599 2.524
H: 4.172 1.595 1.745
H: 2.694 4.019 1.718

Atomic forces in eV per Å
Os 0.40 0.19 -0.49
C -0.04 -0.08 0.06
N -0.01 0.18 0.27
C 0.11 -0.04 -0.05
C 0.09 -0.03 -0.06
N -0.21 -0.04 0.23
C -0.02 0.04 -0.06
C 0.08 0.02 -0.05
C -0.02 0.05 -0.03
C 0.02 0.03 -0.03
C -0.01 -0.03 0.04
C 0.02 0.01 -0.01
C 0.04 -0.08 0.01
S -0.04 -0.12 0.29
C -0.04 -0.06 -0.19
C 0.02 0.00 0.04
C -0.01 0.01 -0.02
C 0.01 -0.01 0.02
C 0.03 -0.04 -0.02
C 0.02 -0.03 0.05
S -0.22 0.23 -0.06
H -0.01 0.02 -0.01
H -0.01 0.01 0.01
H -0.06 0.00 -0.01
H 0.00 -0.02 -0.01
H -0.02 0.00 0.01
H 0.00 0.01 0.02
H -0.03 -0.01 0.02
H -0.01 0.00 -0.02
H 0.01 -0.02 0.00
H 0.04 -0.01 0.01
H -0.01 -0.01 0.00
H 0.00 0.00 0.00
H 0.00 0.00 0.00
H 0.00 -0.01 0.00
H 0.00 0.00 0.00
H 0.00 0.01 0.00
H 0.00 0.00 0.00
H 0.00 0.00 0.01
C 0.01 0.02 -0.01
C -0.02 0.01 -0.01
C -0.03 0.01 0.00
C -0.01 0.01 0.01
C -0.03 0.01 -0.02
C 0.06 -0.04 -0.04
Se -0.15 -0.14 0.05
C 0.05 0.00 0.06
C 0.03 -0.02 0.00
C -0.01 -0.04 0.02
H 0.00 0.00 0.00
H 0.00 0.00 0.00
H 0.00 -0.01 0.01
H 0.00 0.00 0.00
H 0.01 0.01 0.00
H 0.02 0.00 0.01
H 0.00 -0.02 0.02
H -0.03 0.02 0.00
H -0.02 0.00 -0.02
H 0.01 0.00 -0.01
H 0.00 0.01 0.00

Values from the calculation:
E_HOMO (spin up / spin down), Eh: -0.3963 / -0.3972
Frontier orbital gap (spin up / spin down), eV: 6.06 / 5.78
E_LUMO (spin up / spin down), eV: -4.720 / -5.033
Energy, eV: -118855.3002
Net charge: +1
Molar mass, Da: 690.845

natural (NBO) population analysis, charges in e, atoms 1 to 6: Os 0.510; C -0.428; N -0.402; C -0.239; C -0.249; N -0.466

=====

Record 2
Formula: C25H29N3O4S
Source: OMol25
Level of theory: the ωB97M-V functional and the def2-TZVPD basis

Atoms and positions in Å:
C: -4.798 -2.388 -1.606
C: -3.348 -2.695 -1.259
N: -2.871 -1.963 -0.089
C: -3.474 -2.381 1.169
C: -4.541 -1.388 1.637
C: -1.501 -1.663 -0.104
C: -0.561 -2.300 0.714
C: 0.775 -1.953 0.713
C: 1.238 -0.945 -0.129
N: 2.570 -0.539 -0.187
C: 3.622 -0.946 0.588
O: 3.525 -1.730 1.510
C: 4.920 -0.315 0.214
C: 5.856 -0.111 1.224
C: 7.079 0.458 0.928
C: 7.385 0.810 -0.375
C: 6.474 0.590 -1.402
C: 6.800 0.965 -2.816
C: 5.242 0.028 -1.095
C: 0.320 -0.311 -0.963
C: -1.010 -0.666 -0.953
S: -2.075 0.380 -1.957
O: -2.769 -0.377 -2.957
O: -1.302 1.498 -2.413
N: -3.201 0.938 -0.840
C: -2.783 2.091 -0.149
C: -2.946 3.323 -0.758
C: -2.516 4.480 -0.130
C: -1.920 4.403 1.113
C: -1.737 3.175 1.731
C: -2.152 2.011 1.103
O: -1.994 0.747 1.611
C: -1.251 0.592 2.795
H: -4.913 -1.323 -1.787
H: -5.478 -2.707 -0.820
H: -5.059 -2.916 -2.520
H: -3.231 -3.778 -1.089
H: -2.728 -2.412 -2.109
H: -2.717 -2.438 1.953
H: -3.920 -3.376 1.058
H: -4.084 -0.427 1.854
H: -5.309 -1.245 0.883
H: -5.010 -1.760 2.545
H: -0.875 -3.105 1.362
H: 1.469 -2.463 1.361
H: 2.755 0.183 -0.869
H: 5.603 -0.404 2.232
H: 7.802 0.623 1.714
H: 8.345 1.250 -0.602
H: 7.873 1.071 -2.953
H: 6.428 0.214 -3.510
H: 6.330 1.916 -3.067
H: 4.549 -0.171 -1.902
H: 0.616 0.491 -1.623
H: -3.440 0.156 -0.238
H: -3.402 3.350 -1.734
H: -2.646 5.436 -0.614
H: -1.584 5.299 1.613
H: -1.254 3.137 2.695
H: -0.242 1.002 2.690
H: -1.182 -0.482 2.960
H: -1.751 1.060 3.650

Atomic forces in eV per Å
C 0.31 -0.09 0.04
C -0.18 -0.31 -0.33
N -0.15 0.17 -0.01
C -0.28 0.25 0.23
C 0.13 -0.26 0.03
C 0.48 -0.20 0.14
C -0.41 0.11 -0.30
C 0.29 0.07 0.03
C -0.55 -0.28 0.11
N 0.20 0.29 -0.33
C -0.12 0.11 -0.11
O -0.02 -0.05 0.11
C 0.39 0.06 0.00
C -0.17 -0.05 -0.01
C -0.02 0.00 0.04
C -0.08 -0.04 -0.07
C 0.06 0.03 0.03
C -0.03 0.06 -0.01
C 0.01 -0.01 0.20
C 0.33 -0.04 0.03
C -0.27 0.28 -0.26
S -0.17 -0.04 -0.11
O -0.06 -0.20 0.32
O 0.08 -0.01 0.28
N 0.44 -0.41 -0.71
C 0.21 0.65 0.45
C 0.01 -0.05 0.28
C 0.00 0.10 -0.05
C -0.01 -0.01 -0.06
C 0.08 -0.16 0.18
C -0.10 -0.19 -0.10
O -0.24 0.42 -0.38
C 0.12 -0.03 0.25
H -0.10 0.11 0.00
H -0.12 -0.02 0.06
H -0.09 -0.06 -0.09
H 0.05 0.08 -0.02
H -0.05 -0.18 0.13
H -0.02 -0.10 -0.08
H 0.12 0.00 0.01
H 0.02 0.10 0.05
H -0.11 0.00 -0.08
H -0.12 0.02 0.11
H -0.07 -0.04 0.04
H 0.00 -0.01 0.01
H 0.08 -0.12 0.19
H -0.02 -0.04 0.08
H 0.05 0.02 0.07
H 0.10 0.03 -0.04
H 0.06 0.01 -0.07
H 0.01 -0.02 -0.09
H 0.01 0.05 -0.09
H -0.07 -0.04 -0.08
H 0.14 0.12 -0.03
H -0.13 -0.25 0.04
H -0.08 0.01 -0.11
H -0.01 0.09 -0.05
H 0.02 0.07 0.04
H 0.02 -0.05 0.08
H -0.03 0.00 -0.01
H 0.03 0.05 0.04
H 0.03 0.00 -0.04

Values from the calculation:
E_HOMO, Eh: -0.2965
SMILES: CCN(CC)c1ccc(NC(=O)c2cccc(C)c2)cc1S(=O)(=O)Nc1ccccc1OC
Frontier orbital gap, eV: 8.54
E_LUMO, eV: 0.469
Energy, eV: -49891.3270
Molar mass, Da: 467.591
Energy relative to the best compared isomer or geometry (same formula, charge and spin), eV: 2.332

natural (NBO) population analysis, charges in e, atoms 1 to 6: C -0.618; C -0.209; N -0.497; C -0.209; C -0.621; C 0.167

=====

Asked for largest force on an atom across the records above, the calculation gives 0.01279, 0.01814 hartree/bohr in order.